Record 1
{"formula": "C4H33N2O11", "method": "wB97M-V/def2-TZVPD", "energy_ha": -1109.1582, "charge": 1, "symbols": ["N", "C", "C", "O", "C", "N", "C", "H", "H", "H", "H", "H", "H", "H", "H", "H", "H", "H", "H", "H", "H", "H", "O", "H", "H", "O", "H", "H", "O", "H", "H", "O", "H", "H", "O", "H", "H", "O", "H", "H", "O", "H", "H", "O", "H", "H", "O", "H", "H", "O"], "coordinates": [[-1.7305, 0.9481, -0.5116], [-0.5833, 0.1094, 0.1116], [-1.2215, -0.9314, 1.0686], [-1.4825, -0.3435, 2.2873], [0.2736, -0.5254, -0.9865], [1.6700, -0.3462, -0.5889], [2.6044, -0.1844, -1.7372], [-1.3201, 1.6288, -1.1547], [-2.2399, 1.3986, 0.2459], [-2.3275, 0.3122, -1.0374], [-0.0197, 0.8514, 0.7219], [-0.5610, -1.7276, 1.2033], [-2.2431, -1.2259, 0.7320], [-0.5831, -0.0848, 2.7837], [-0.0052, -1.5885, -1.1001], [0.0878, -0.0470, -1.9715], [1.9619, -1.1897, 0.0108], [2.2665, 0.6670, -2.3826], [2.6798, -1.1135, -2.3571], [3.6893, 0.0644, -1.3515], [-0.0890, 3.5010, -0.8795], [-1.1871, 4.0756, -1.8269], [-0.6332, 3.2749, -1.6875], [1.1537, 2.9673, 0.9334], [0.9456, 4.5347, 0.8800], [0.5266, 3.7393, 0.6884], [-2.3293, -2.3046, -1.3353], [-3.3183, -1.7996, -2.2598], [-2.6505, -1.5467, -1.6295], [1.3147, 0.1758, 3.9795], [1.4518, -0.7624, 2.7570], [1.0479, 0.1083, 3.0997], [-0.3987, 2.1481, -2.9563], [-0.0544, 1.6176, -4.3247], [-0.4685, 1.3380, -3.5503], [2.2185, 1.1388, 0.5701], [1.8054, 1.2830, 2.0807], [2.1460, 1.8275, 1.3538], [1.6025, -2.7229, 1.4305], [2.9459, -2.4904, 2.2727], [2.1576, -2.0809, 1.9826], [-2.0915, -3.8943, 0.8646], [-1.9182, -4.8498, -0.3677], [-1.7136, -3.9526, -0.0279], [-0.0038, -3.7332, 0.1114], [1.3534, -4.5230, 0.0060], [0.9638, -3.6894, 0.2144], [-2.5061, 3.4262, 1.6973], [-1.1045, 3.3616, 0.9958], [-2.0828, 3.1602, 0.9414]], "forces_ev_per_a": [[1.066, -1.815, 0.267], [-1.267, 0.227, -0.303], [-1.319, 2.298, -0.337], [1.576, 1.306, 2.702], [-0.082, 0.386, -0.199], [1.409, -1.370, 0.450], [1.413, 0.041, 0.290], [-0.326, 0.546, 0.187], [-0.044, 0.665, 0.039], [-0.096, -0.231, -0.123], [-0.242, -0.717, -0.559], [1.083, -1.726, -0.218], [1.011, -0.275, -0.310], [-2.353, -0.784, -1.542], [0.181, 0.321, -0.026], [0.197, -0.205, 0.604], [-0.347, 1.805, -1.300], [0.243, -0.780, 0.606], [-0.063, 0.736, 0.308], [-2.176, -0.476, -0.648], [-0.234, -0.090, -0.536], [0.396, -0.890, 0.053], [-0.036, 1.216, 0.410], [-0.032, 0.559, 0.072], [1.222, 2.185, 0.594], [-0.816, -2.760, -0.564], [2.480, -5.480, 2.379], [-0.417, 0.126, -0.464], [-2.225, 5.319, -2.031], [0.639, 0.240, 2.463], [-0.302, 0.902, 0.334], [-0.107, -1.412, -2.399], [-0.142, -1.077, -0.864], [1.027, 0.496, -2.218], [-0.836, 0.562, 2.793], [-0.400, 1.310, 1.659], [-0.041, -0.067, 0.195], [0.365, -1.142, -2.204], [1.031, 0.362, 0.676], [1.193, -0.847, 0.391], [-2.143, 0.400, -0.930], [-0.017, -0.131, -0.301], [0.050, 0.698, 0.395], [-0.344, -0.596, -0.144], [0.012, -0.396, -0.108], [0.240, -0.909, -0.238], [-0.095, 1.247, 0.322], [-1.365, 1.096, 2.954], [-1.117, 0.129, 0.308], [2.148, -1.005, -2.882]], "mulliken_charge": [0.17, 0.89, -0.70, -0.70, -0.76, -0.23, -0.87, -0.12, 0.43, 0.55, -0.38, 0.37, 0.30, 0.51, 0.19, 0.62, 0.11, 0.30, 0.33, 0.28, 0.34, 0.29, -0.78, 0.41, 0.25, -0.67, 0.17, 0.28, -0.51, 0.32, 0.42, -0.76, 0.36, 0.32, -0.66, 0.40, 0.48, -0.86, 0.34, 0.25, -0.69, 0.33, 0.28, -0.66, 0.32, 0.30, -0.62, 0.27, 0.39, -0.61]}

Record 2
{"formula": "C24H25Cl2N4", "method": "wB97M-V/def2-TZVPD", "energy_ha": -2068.7503, "charge": 1, "smiles": "CN1CCN2CCN(C)c3c[n+](C(c4ccc(Cl)cc4)c4ccc(Cl)cc4)cc1c32", "symbols": ["C", "N", "C", "C", "N", "C", "C", "N", "C", "C", "C", "N", "C", "C", "C", "C", "C", "Cl", "C", "C", "C", "C", "C", "C", "Cl", "C", "C", "C", "C", "C", "H", "H", "H", "H", "H", "H", "H", "H", "H", "H", "H", "H", "H", "H", "H", "H", "H", "H", "H", "H", "H", "H", "H", "H", "H"], "coordinates": [[-1.6011, 0.8696, -3.2794], [-1.0547, -0.4200, -2.9033], [-0.6400, -1.2354, -4.0208], [-0.3636, -2.6772, -3.6506], [0.1526, -2.8554, -2.3113], [0.7265, -4.1564, -2.0502], [0.8935, -4.4810, -0.5823], [1.1786, -3.3226, 0.2241], [1.6330, -3.6068, 1.5700], [0.6343, -2.1015, -0.0716], [0.5162, -1.0984, 0.8881], [-0.0824, 0.0924, 0.6055], [-0.0663, 1.0832, 1.6435], [-1.3607, 1.8801, 1.7468], [-2.5605, 1.2844, 1.3585], [-3.7735, 1.9580, 1.5086], [-3.7932, 3.2294, 2.0945], [-5.2806, 4.0355, 2.3200], [-2.5997, 3.8246, 2.5260], [-1.4036, 3.1105, 2.4175], [1.2281, 1.9077, 1.5937], [2.4085, 1.3051, 2.0384], [3.5589, 2.0715, 2.2514], [3.5282, 3.4452, 1.9873], [4.8491, 4.4375, 2.4297], [2.4019, 4.0200, 1.3809], [1.2584, 3.2385, 1.1719], [-0.5786, 0.3445, -0.6480], [-0.5043, -0.6166, -1.6625], [0.1206, -1.8711, -1.3840], [-2.3473, 1.2168, -2.5563], [-0.8268, 1.6460, -3.3767], [-2.0913, 0.7588, -4.2509], [-1.4448, -1.1936, -4.7649], [0.2659, -0.8032, -4.4805], [-1.2944, -3.2602, -3.7611], [0.3640, -3.0959, -4.3593], [0.0792, -4.9095, -2.5149], [1.7078, -4.2180, -2.5451], [-0.0141, -4.9963, -0.2163], [1.7392, -5.1671, -0.4599], [2.2391, -2.7817, 1.9526], [0.8066, -3.7872, 2.2778], [2.2608, -4.5031, 1.5399], [0.8382, -1.2024, 1.9277], [0.0097, 0.5248, 2.5906], [-2.5637, 0.2912, 0.9161], [-4.6945, 1.4932, 1.1750], [-2.6120, 4.8209, 2.9549], [-0.4900, 3.5325, 2.8412], [2.3992, 0.2379, 2.2612], [4.4669, 1.6125, 2.6339], [2.4133, 5.0713, 1.1156], [0.3776, 3.6894, 0.7169], [-1.0141, 1.3271, -0.8101]], "forces_ev_per_a": [[-0.010, 0.199, 0.068], [-0.584, 0.050, 0.065], [0.628, 0.367, -0.232], [-0.614, -0.436, -0.280], [-0.045, 0.570, 0.398], [0.626, -0.176, -0.402], [-0.534, -0.308, 0.273], [0.670, 0.150, 0.218], [0.026, -0.040, 0.120], [-0.446, 0.313, 0.046], [-0.470, 0.125, -0.223], [-0.063, -1.565, -1.873], [0.362, 1.279, 1.321], [-0.162, -0.149, 0.457], [-0.327, 0.473, -0.126], [0.296, 0.166, 0.220], [0.981, -0.503, -0.220], [-0.406, 0.281, -0.022], [-0.100, -0.643, -0.025], [-0.162, 0.173, -0.294], [0.011, 0.139, -0.234], [0.033, 0.594, 0.191], [-0.239, -0.058, -0.191], [-0.949, -0.498, -0.339], [0.362, 0.159, -0.020], [0.021, -0.547, 0.146], [0.497, 0.097, 0.077], [0.676, -0.319, 0.216], [0.268, 0.088, 0.566], [-0.216, 0.075, 0.343], [0.084, -0.121, -0.101], [-0.055, -0.116, 0.027], [0.038, 0.081, 0.240], [0.295, -0.145, 0.094], [-0.169, -0.052, 0.002], [0.280, 0.063, 0.120], [-0.147, 0.081, 0.110], [0.118, 0.077, 0.068], [-0.197, 0.038, 0.002], [0.209, 0.109, -0.031], [-0.270, -0.008, -0.134], [0.018, -0.135, -0.061], [0.091, 0.043, -0.170], [-0.116, 0.207, 0.057], [-0.193, -0.169, -0.642], [-0.087, 0.009, -0.326], [-0.072, 0.187, 0.076], [0.043, 0.091, 0.125], [-0.039, -0.194, 0.089], [-0.402, -0.065, -0.206], [0.216, 0.328, 0.127], [-0.182, 0.125, -0.010], [-0.005, -0.119, 0.017], [0.254, -0.047, 0.170], [0.158, -0.326, 0.112]], "mulliken_charge": [-1.13, -0.05, -0.62, -0.86, -0.22, -0.83, -0.58, -0.07, -1.14, -0.26, -0.48, 0.25, -0.08, -0.07, -0.48, -0.94, 0.27, -0.19, -0.92, -0.47, 0.43, -0.18, -0.86, 0.23, -0.19, -0.97, -0.11, -0.49, -0.12, 1.44, 0.36, 0.38, 0.33, 0.39, 0.32, 0.40, 0.38, 0.38, 0.36, 0.31, 0.38, 0.39, 0.37, 0.33, 0.75, 0.57, 0.45, 0.41, 0.43, 0.66, 0.38, 0.42, 0.41, 0.59, 0.55]}

Values of relative energy (zero: lowest compared OMol25 entry of this formula, charge and spin), in order: 49.77; 0.00, all in kcal/mol.